No. 1
The following is a DFT calculation (ωB97M-V/def2-TZVPD) of a single C24H32N4O2 molecule.

Results
gap between HOMO and LUMO	8.41	eV
charge	0
ΔE to the lowest compared entry with this formula, charge and spin	257.26	kJ/mol
SMILES string	COc1ccc(/C=C/CN2CCC(n3nccc3NC(=O)C3CCCC3)CC2)cc1
LUMO	0.0229	Ha

Last column: Löwdin charge in e.
Atoms and positions in Å:
O1 -0.8258 4.9223 -0.6960  0.0975
O2 6.4083 -1.4564 -1.5743  -0.0840
N1 1.3838 0.7726 0.8344  0.0796
N2 -1.3620 2.8266 0.0023  0.1688
N3 -1.8300 -2.7629 0.8104  -0.1778
N4 0.0831 1.0549 0.7007  -0.0696
C1 3.8882 -3.0247 0.5996  -0.0312
C2 2.8918 -2.2705 -1.4343  -0.0226
C3 -3.7795 3.2195 -1.5905  -0.1428
C4 -1.6564 4.0761 -0.4636  -0.4401
C5 2.7488 -2.8957 -0.1921  -0.2301
C6 -4.7131 2.3924 -0.7031  -0.1928
C7 -2.2762 -1.7888 -0.1562  -0.1791
C8 -3.1499 4.2880 -0.6664  -0.2131
C9 1.1568 2.8856 0.1041  -0.0015
C10 1.4768 -3.3816 0.3162  -0.0770
C11 5.1230 -2.5654 0.1829  -0.0195
C12 0.3127 -3.4151 -0.3314  -0.0924
C13 -0.9815 -3.8354 0.3065  -0.1830
C14 7.5819 -1.5533 -0.8059  -0.0924
C15 -1.2877 -0.6391 -0.4054  -0.1080
C16 4.1143 -1.8070 -1.8587  0.0027
C17 5.2490 -1.9485 -1.0566  -0.2762
C18 -0.4006 -1.0080 1.8991  -0.1226
C19 2.0339 1.8632 0.4863  -0.1438
C20 -3.9342 4.2087 0.6612  -0.1410
C21 -5.1914 3.4006 0.3370  -0.1876
C22 -0.9227 0.0396 0.9196  -0.2666
C23 -1.4283 -2.1376 2.0502  -0.1737
C24 -0.0950 2.3222 0.2455  -0.2255
H1 -0.7806 -4.4978 1.1527  0.1181
H2 -5.9472 4.0504 -0.1055  0.1142
H3 -0.3669 -1.0188 -0.8479  0.1049
H4 -1.0355 -2.9066 2.7170  0.1194
H5 -0.2129 -0.5463 2.8693  0.1225
H6 0.2460 -3.1055 -1.3647  0.1007
H7 3.1047 1.8821 0.5182  0.0975
H8 -2.1338 2.1961 0.1606  0.1092
H9 -1.5837 -4.3889 -0.4229  0.1171
H10 -5.5333 1.9541 -1.2696  0.1095
H11 1.3800 3.8769 -0.2256  0.0897
H12 7.8454 -2.5966 -0.6028  0.0949
H13 8.3667 -1.0956 -1.4064  0.0923
H14 -2.4955 -2.3012 -1.0951  0.1229
H15 -1.7296 0.0793 -1.1006  0.1095
H16 -3.2570 5.2797 -1.1098  0.1444
H17 -4.1704 5.1996 1.0442  0.1145
H18 -5.6194 2.9275 1.2197  0.1087
H19 -3.2159 -1.3650 0.2232  0.1186
H20 5.9754 -2.6896 0.8327  0.1017
H21 -4.3622 3.7135 -2.3680  0.1149
H22 2.0350 -2.1389 -2.0766  0.1055
H23 -3.0243 2.6096 -2.0872  0.1106
H24 -1.8146 0.5175 1.3531  0.1489
H25 0.5435 -1.3920 1.5178  0.0852
H26 -2.3385 -1.7286 2.5090  0.1203
H27 7.4890 -1.0110 0.1407  0.0955
H28 3.8079 -3.4981 1.5683  0.1121
H29 -3.3457 3.6952 1.4247  0.1126
H30 -4.1754 1.5748 -0.2153  0.0942
H31 1.5064 -3.7377 1.3405  0.1171
H32 4.2243 -1.3207 -2.8154  0.1184


No. 2
The following is a DFT calculation (ωB97M-V/def2-TZVPD) of a single C2H3ClO2 molecule.

Results
gap between HOMO and LUMO	11.04	eV
charge	0
ΔE to the lowest compared entry with this formula, charge and spin	186.16	kJ/mol
SMILES string	O[C@@]1(Cl)CO1
LUMO	0.0269	Ha

Last column: Löwdin charge in e.
Atoms and positions in Å:
Cl1 2.0270 -0.2372 0.5829  0.8185
O1 0.0781 -0.6369 -1.1144  -0.0089
O2 0.4382 1.5687 -0.1323  0.0088
C1 0.5662 0.1929 -0.1150  -0.9948
C2 -0.6036 -0.7192 0.1432  -0.0985
H1 -0.4271 -1.5664 0.6529  0.0570
H2 -0.4228 1.8904 -0.3454  0.0966
H3 -1.6559 -0.4922 0.3281  0.1214


No. 3
The following is a DFT calculation (ωB97M-V/def2-TZVPD) of a molecular structure, C2H2F2LiOZn.

Results
gap between HOMO and LUMO (spin up / spin down)	9.56 / 8.71	eV
charge	+2
⟨S²⟩	0.7672
spin multiplicity	2
LUMO (spin up / spin down)	-0.3842 / -0.4325	Ha

Last column: Löwdin spin population.
Atoms and positions in Å:
Zn1 2.0743 0.4865 0.0023  0.0048
F1 2.9039 -0.7000 0.8960  0.0006
F2 -1.1019 -1.2555 -0.8769  0.0124
O1 0.3116 0.4074 -0.7864  0.4085
C1 -1.6519 0.8710 0.0489  0.4125
C2 -1.0736 0.0566 -0.8166  0.1283
Li1 2.8207 -2.2720 1.6468  -0.0002
H1 -2.7191 0.4545 -0.0651  0.0209
H2 -1.5640 1.9515 -0.0489  0.0123


No. 4
The following is a DFT calculation (ωB97M-V/def2-TZVPD) of a molecular structure, C32H35F2I2N3OPSiTc.

Results
gap between HOMO and LUMO (spin up / spin down)	6.03 / 6.08	eV
charge	+1
⟨S²⟩	1.2371
ΔE to the lowest compared entry with this formula, charge and spin	115.54	kJ/mol
spin multiplicity	2
LUMO (spin up / spin down)	-0.1544 / -0.1548	Ha

Last column: Löwdin spin population.
Atoms and positions in Å:
I1 0.4758 -3.5201 -6.4404  0.0028
I2 0.5717 2.1053 -4.3571  0.0023
Tc1 -0.5019 0.1432 0.1208  0.8005
P1 -0.7461 2.2239 1.3252  -0.0204
Si1 -2.7143 -1.6206 4.3373  0.0192
F1 -4.0645 -3.5813 -1.1357  -0.0010
F2 -3.9977 0.0954 -3.9828  -0.0023
O1 0.5199 0.3756 -1.5824  0.1527
N1 1.4401 -0.4758 1.4628  -0.0099
N2 0.0956 -2.0719 -0.1695  -0.0038
N3 -1.4962 2.2116 -1.5357  -0.0482
C1 -1.9857 -0.8868 2.8009  0.1273
C2 -2.4172 -3.4676 4.2519  0.0036
C3 -1.9844 4.3300 -2.5473  -0.0013
C4 0.8851 -1.7863 -2.4862  0.0111
C5 -2.3496 3.1029 1.2761  -0.0148
C6 2.6552 -1.2658 3.8284  0.0048
C7 0.5518 0.0498 -3.9765  0.0117
C8 -3.4573 2.4876 -2.8623  -0.0003
C9 -1.4909 -0.4264 1.7811  -0.0140
C10 -3.1587 3.8186 -3.0728  0.0007
C11 2.8717 0.0073 3.3154  -0.0017
C12 0.6192 -2.1889 -4.8328  0.0119
C13 -2.8299 0.2479 -1.9315  -0.0020
C14 0.5889 3.4233 0.9542  0.0083
C15 -1.2049 3.4940 -1.7746  -0.0055
C16 1.8614 -2.1444 3.1148  -0.0009
C17 -2.7894 -1.7158 -0.5541  0.0001
C18 -4.5284 -1.1877 4.3422  0.0035
C19 -2.5707 1.6883 -2.1331  -0.0017
C20 -0.5048 2.0681 3.1288  0.0020
C21 0.5190 -0.8247 -5.0516  -0.0024
C22 -1.7928 -0.8838 5.7885  0.0034
C23 -4.0410 -1.7685 -2.6167  0.0081
C24 0.6409 -0.4135 -2.6554  0.0049
C25 1.2354 -2.2321 -1.1038  0.0026
C26 0.8430 -2.6666 -3.5529  -0.0017
C27 -3.6413 -2.3482 -1.4327  -0.0009
C28 2.2492 0.3544 2.1367  0.0012
C29 -2.3111 -0.4303 -0.8199  -0.0479
C30 -3.6239 -0.4738 -2.8284  -0.0028
C31 1.2729 -1.7185 1.9336  0.0020
C32 0.4062 -2.6561 1.1399  0.0005
H1 1.4369 3.1905 1.5981  0.0001
H2 0.3865 1.4812 3.3483  -0.0001
H3 -2.7248 3.1973 2.2949  -0.0010
H4 1.0128 -3.7254 -3.3873  -0.0003
H5 -5.0075 -1.5280 3.4201  0.0001
H6 -3.8290 4.4440 -3.6487  0.0000
H7 3.1135 -1.5714 4.7600  0.0002
H8 -0.3980 3.0661 3.5590  -0.0003
H9 -0.6935 -2.5640 -0.5683  -0.0012
H10 -2.8431 -3.9013 3.3414  0.0001
H11 -5.0486 -1.6485 5.1877  0.0005
H12 -2.5396 -2.2293 0.3674  0.0003
H13 -0.7245 -1.1179 5.7301  0.0000
H14 -4.6615 -0.1042 4.4112  0.0000
H15 2.4145 1.3280 1.6895  -0.0002
H16 1.6863 -3.1580 3.4597  -0.0001
H17 0.2522 4.4368 1.1748  0.0008
H18 0.9203 3.3560 -0.0801  -0.0001
H19 -2.8795 -3.9721 5.1065  0.0005
H20 -4.3671 2.0667 -3.2598  -0.0002
H21 -2.2379 4.0903 0.8363  -0.0012
H22 0.4281 -0.4400 -6.0594  -0.0003
H23 -1.3604 1.5617 3.5681  0.0009
H24 -2.1731 -1.2771 6.7374  0.0004
H25 -3.0689 2.5325 0.6902  -0.0007
H26 -0.3031 3.8788 -1.3269  -0.0006
H27 -1.3461 -3.6947 4.2749  0.0000
H28 -4.6547 -2.2841 -3.3426  0.0004
H29 1.5531 -3.2773 -1.1206  0.0003
H30 3.5122 0.7175 3.8203  -0.0003
H31 -1.6877 5.3587 -2.7139  -0.0003
H32 0.9174 -3.6160 1.0289  -0.0001
H33 2.0615 -1.6332 -0.7244  0.0000
H34 -0.5183 -2.8226 1.6898  0.0004
H35 -1.8986 0.2058 5.8108  0.0000


Number 1: electronic energy -35462.232 eV. Number 2: electronic energy -18738.121 eV. Number 3: electronic energy -58190.984 eV. Number 4: electronic energy -81265.403 eV.